Arrangement 1

The following is a DFT calculation (wB97M-V/def2-TZVPD) of one molecule with the formula C2H4OS2.

Each line ends with the Mulliken charge.
CARTESIAN COORDINATES (ANGSTROEM)
C  0.400  -0.398  -0.083  -0.4499
C  -0.222  0.268  -1.173  -0.3814
O  -1.731  -0.634  1.605  -0.4950
S  -0.491  0.052  1.565  0.3242
S  0.481  1.660  -1.834  -0.1379
H  0.248  -1.415  -0.155  0.3130
H  1.533  -0.200  -0.105  0.3524
H  -1.044  -0.282  -1.648  0.2814
H  -0.691  1.356  0.873  0.1932

Properties
orbital gap = 8.038 eV
HOMO = -9.12 eV

=====

Arrangement 2

The following is a DFT calculation (wB97M-V/def2-TZVPD) of a 2-piece molecular cluster, C2H4OS2 overall.

Each line ends with the Mulliken charge.
CARTESIAN COORDINATES (ANGSTROEM)
C  -1.428  -0.044  -0.434  -0.4419
C  -1.500  -0.856  0.523  -0.1495
O  1.319  0.100  -0.727  -0.3873
S  2.053  1.502  0.043  0.0407
S  1.345  -1.432  -0.198  -0.1227
H  -2.226  0.557  -0.820  0.2933
H  -0.387  0.415  -0.709  0.4147
H  -0.774  -1.554  1.044  0.2046
H  1.596  1.312  1.278  0.1480

Properties
orbital gap (alpha / beta) = 6.342 / 6.346 eV
HOMO (alpha / beta) = -8.27 / -8.28 eV

=====

Arrangement 3

The following is a DFT calculation (wB97M-V/def2-TZVPD) of one molecule with the formula C2H4OS2.

Each line ends with the Mulliken charge.
CARTESIAN COORDINATES (ANGSTROEM)
C  0.609  0.035  -0.210  -0.7402
S  -0.508  -1.321  0.455  -0.0786
S  -2.234  -1.181  -0.618  -0.0675
C  -3.028  0.182  0.435  0.0956
O  -3.890  0.907  0.059  -0.3845
H  1.395  0.163  0.535  0.2789
H  0.111  0.996  -0.220  0.3031
H  1.157  -0.321  -1.117  0.2763
H  -2.558  0.508  1.419  0.3169

Properties
orbital gap = 9.951 eV
HOMO = -9.41 eV
SMILES = CSSC=O

=====

Arrangement 4

The following is a DFT calculation (wB97M-V/def2-TZVPD) of a 2-piece molecular cluster, C2H4OS2 overall.

Each line ends with the Mulliken charge.
CARTESIAN COORDINATES (ANGSTROEM)
C  -2.124  -0.859  -0.057  0.1567
C  1.830  0.488  0.147  -0.7738
O  -2.966  -1.652  0.283  -0.4228
S  -2.227  0.842  -0.174  -0.1291
S  0.752  1.897  0.233  -0.0019
H  -1.215  -1.227  -0.561  0.2379
H  2.844  0.869  0.037  0.3255
H  1.633  -0.094  -0.744  0.2990
H  1.474  -0.263  0.837  0.3085

Properties
orbital gap (alpha / beta) = 5.979 / 5.843 eV
HOMO (alpha / beta) = -9.61 / -9.48 eV

=====

Energy above the most stable structure, in eV: arrangement 1 2.231; arrangement 2 6.156; arrangement 3 0.000; arrangement 4 3.214

=====

Arrangement 1

The following is a DFT calculation (wB97M-V/def2-TZVPD) of one molecule with the formula C2H4OS2.

Each line ends with the Mulliken charge.
CARTESIAN COORDINATES (ANGSTROEM)
C  -0.282  -0.363  -0.184  -0.7595
S  0.706  0.854  -1.011  -0.0995
S  2.490  0.567  -0.121  -0.0625
C  2.078  1.538  1.474  0.1788
O  2.800  1.570  2.430  -0.4004
H  -1.355  -0.328  -0.541  0.2802
H  -0.305  -0.070  0.806  0.3332
H  -0.044  -1.359  -0.608  0.2942
H  1.081  2.097  1.189  0.2356

Properties
orbital gap = 9.955 eV
HOMO = -9.37 eV
SMILES = CSSC=O

=====

Arrangement 2

The following is a DFT calculation (wB97M-V/def2-TZVPD) of a 2-piece molecular cluster, C2H4OS2 overall.

Each line ends with the Mulliken charge.
CARTESIAN COORDINATES (ANGSTROEM)
C  -0.901  0.556  1.454  -0.4959
C  1.060  -1.143  -1.123  -0.1646
O  -0.490  2.032  -0.672  -0.4685
S  -1.477  1.226  0.073  0.3656
S  1.687  -1.962  -2.360  -0.2025
H  1.549  -0.305  -0.896  0.2860
H  0.062  0.775  1.847  0.3172
H  0.064  -1.183  -0.534  0.0892
H  -1.553  0.004  2.212  0.2735

Properties
orbital gap = 8.103 eV
HOMO = -8.81 eV

=====

Energy above the most stable structure, in eV: arrangement 1 0.000; arrangement 2 2.445

=====

Arrangement 1

The following is a DFT calculation (wB97M-V/def2-TZVPD) of an isolated ion of composition C3H9N2O2 and charge +1.

Each line ends with the Mulliken charge.
CARTESIAN COORDINATES (ANGSTROEM)
C  1.926  0.543  -0.556  -1.0219
C  1.099  0.271  0.739  -0.5143
N  -0.075  -0.308  0.410  0.3648
O  -0.213  -1.510  -0.080  -0.4049
N  -1.266  0.495  0.394  0.6666
C  -2.242  -0.240  -0.296  -0.6342
O  -1.312  1.589  0.867  -0.5096
H  1.383  1.039  -1.351  0.3350
H  2.866  1.080  -0.412  0.3661
H  2.091  -0.449  -0.979  0.3300
H  1.102  1.252  1.198  0.3017
H  1.712  -0.347  1.492  0.3332
H  0.591  -1.955  0.126  0.4293
H  -1.933  -0.501  -1.298  0.3385
H  -3.229  0.275  -0.419  0.3148
H  -2.500  -1.233  0.164  0.3048

Properties
charge = +1
orbital gap (alpha / beta) = 8.839 / 8.837 eV
HOMO (alpha / beta) = -14.69 / -14.68 eV
SMILES = CCN(O)[N+](C)=O

=====

Arrangement 2

The following is a DFT calculation (wB97M-V/def2-TZVPD) of a 3-piece molecular cluster, C3H9N2O2 overall.

Each line ends with the Mulliken charge.
CARTESIAN COORDINATES (ANGSTROEM)
C  -1.567  -0.027  2.017  -0.2104
C  -2.541  0.299  1.069  -0.1797
N  -1.923  0.668  -0.162  0.0265
C  -0.602  0.480  0.023  -0.1429
N  -0.334  0.156  1.328  -0.0350
H  -1.710  -0.328  3.101  0.3499
H  -3.695  0.369  1.202  0.3160
H  -2.499  0.828  -0.949  0.2398
H  0.155  0.854  -0.690  0.3076
H  0.585  -0.228  1.715  0.3173
H  3.761  -1.442  0.685  0.3397
H  3.101  -2.121  -0.636  0.3452
O  2.878  -1.572  0.256  -0.6695
H  1.232  0.732  -3.819  0.3285
H  2.016  0.598  -2.340  0.3299
O  1.142  0.734  -2.800  -0.6629

Properties
charge = +1
orbital gap = 10.960 eV
HOMO = -14.29 eV

=====

Arrangement 3

The following is a DFT calculation (wB97M-V/def2-TZVPD) of a 2-piece molecular cluster, C3H9N2O2 overall.

Each line ends with the Mulliken charge.
CARTESIAN COORDINATES (ANGSTROEM)
C  0.052  0.650  -1.698  -0.4759
C  -1.189  -0.049  -1.165  -0.3503
C  0.681  -0.384  0.246  0.5710
N  1.136  0.406  -0.722  -0.1293
N  -0.638  -0.517  0.051  -0.1001
O  1.502  -0.998  0.982  -0.4439
O  -0.017  0.016  2.333  -0.6897
H  0.332  0.273  -2.724  0.2876
H  -0.218  1.663  -1.907  0.3153
H  -2.136  0.672  -0.881  0.2623
H  -1.531  -0.976  -1.717  0.2537
H  2.043  0.673  -1.027  0.2282
H  -1.051  -1.032  0.821  0.2605
H  -0.656  0.739  2.431  0.2949
H  1.185  -1.448  1.758  0.4073
H  0.508  0.314  3.220  0.3085

Properties
charge = +1
orbital gap = 10.619 eV
HOMO = -13.88 eV

=====

Arrangement 4

The following is a DFT calculation (wB97M-V/def2-TZVPD) of a 2-piece molecular cluster, C3H9N2O2 overall.

Each line ends with the Mulliken charge.
CARTESIAN COORDINATES (ANGSTROEM)
C  0.270  -0.197  -1.829  0.5345
C  -1.249  -0.983  0.803  -0.7365
C  0.200  0.498  -0.562  0.0435
N  -0.477  -1.196  -2.136  -0.5748
N  -0.232  0.087  0.574  0.0243
O  1.272  0.298  -2.535  -0.3868
O  0.900  1.461  2.460  -0.6892
H  -0.964  -1.580  1.756  0.2533
H  -2.104  -0.452  1.101  0.3594
H  -1.379  -1.530  -0.094  0.3236
H  0.977  1.389  -0.592  0.3311
H  0.770  0.966  3.262  0.3147
H  -0.278  -1.574  -3.139  0.2528
H  1.221  -0.113  -3.362  0.3162
H  0.086  0.563  1.410  0.2947
H  0.986  2.364  2.883  0.3391

Properties
charge = +1
orbital gap = 9.715 eV
HOMO = -14.96 eV

=====

Energy above the most stable structure, in eV: arrangement 1 5.716; arrangement 2 0.000; arrangement 3 0.598; arrangement 4 0.897